C32H43CaI2N3O3PSb2Te | ωB97M-V/def2-TZVPD

Atoms and positions in Å:
Ca: -0.10592 0.41657 -0.33634
C: -4.25475 1.65536 1.63290
C: -3.86632 2.06277 2.89756
C: -2.59267 1.75164 3.34173
C: -1.72982 1.04949 2.50648
N: -2.08581 0.72131 1.25617
C: -3.32411 1.00168 0.84768
C: -0.38948 0.58342 2.96837
C: -0.02243 0.63719 4.30646
C: 1.20336 0.11531 4.67621
C: 2.02230 -0.44791 3.71783
C: 1.59929 -0.45294 2.39464
N: 0.41448 0.05357 2.04350
C: 2.43075 -1.01059 1.29290
C: 3.70072 -1.52594 1.51443
C: 4.43695 -2.00092 0.44275
C: 3.88859 -1.95135 -0.82604
C: 2.61703 -1.42558 -0.96174
N: 1.89662 -0.97230 0.06289
H: -5.24413 1.85732 1.24829
H: -4.54688 2.60991 3.53602
H: -2.27940 2.05807 4.32799
H: -3.57670 0.70072 -0.16126
H: -0.67737 1.05612 5.05420
H: 1.51443 0.13861 5.71209
H: 2.97421 -0.86624 4.00464
H: 4.12972 -1.54295 2.50399
H: 5.43182 -2.39559 0.60012
H: 4.43028 -2.29909 -1.69402
H: 2.15618 -1.35036 -1.93989
I: -2.27736 2.06969 -2.64597
C: -1.34973 3.88154 -2.01913
I: -1.32876 4.16688 0.07517
H: -1.90827 4.68821 -2.47536
H: -0.31712 3.83675 -2.34374
C: -0.84091 -1.69905 -4.78477
Sb: -0.93698 -1.80132 -2.65131
C: -3.05610 -2.05046 -2.53370
C: -0.25476 -3.85813 -2.43917
C: -1.37815 -4.82473 -2.23274
C: -2.08419 -5.28576 -3.34524
C: -3.18517 -6.11335 -3.21560
C: -3.60123 -6.49998 -1.94906
C: -2.89385 -6.07212 -0.83904
C: -1.77549 -5.24443 -0.95386
C: -1.02950 -4.84835 0.28577
Sb: -1.38988 -2.81282 0.92438
C: -0.61226 -3.10549 2.89908
C: -3.44990 -3.11562 1.42628
H: -1.42006 -2.51191 -5.22150
H: 0.19338 -1.77372 -5.11817
H: -1.24523 -0.74741 -5.12752
H: -3.34982 -3.00751 -2.96242
H: -3.51620 -1.24292 -3.10548
H: -3.40735 -1.99720 -1.50377
H: 0.48411 -3.88012 -1.64022
H: 0.26230 -4.06296 -3.37812
H: -1.75647 -4.98351 -4.33461
H: -3.71110 -6.45766 -4.09612
H: -4.45947 -7.14714 -1.82666
H: -3.20090 -6.40098 0.14746
H: 0.04965 -4.95894 0.16444
H: -1.32951 -5.48572 1.11858
H: -1.07277 -3.99181 3.33493
H: -0.83169 -2.24388 3.53003
H: 0.46783 -3.24740 2.86327
H: -3.53087 -3.90692 2.17148
H: -4.00660 -3.41191 0.53720
H: -3.88590 -2.20165 1.82882
C: 1.95303 6.49194 -1.70992
C: 2.78038 5.23339 -1.62436
O: 1.89792 4.10560 -1.81259
P: 2.23863 2.66687 -1.18004
O: 1.05436 1.81627 -1.59813
Te: 2.72417 2.74173 1.10395
O: 3.53979 2.18443 -1.98074
C: 3.51694 2.19024 -3.42502
C: 3.16172 0.82540 -3.97402
H: 2.59411 7.36767 -1.60470
H: 1.20972 6.51072 -0.91255
H: 1.44328 6.55705 -2.67211
H: 3.26506 5.14464 -0.64990
H: 3.54620 5.19798 -2.40168
H: 4.51943 2.48477 -3.73198
H: 2.81397 2.94601 -3.78062
H: 3.84693 0.07170 -3.58364
H: 3.24353 0.83150 -5.06213
H: 2.13815 0.56309 -3.70320

Summary:
charge: +1
electronic energy: -108793.276 eV
M: 1213.69 g/mol
energy relative to the best compared isomer or geometry (same formula, charge and spin): 0.101 eV
E_LUMO: -2.99 eV
HOMO: -9.3 eV

=====

C24H24As2CsF6N6O7S2 | ωB97M-V/def2-TZVPD

Atoms and positions in Å:
Cs: -0.79520 -1.11525 -1.42286
N: 1.72409 -3.70558 1.51767
C: 1.20743 -2.56395 1.10168
N: 0.71140 -1.63850 1.89185
C: 0.89561 -1.78698 3.19378
N: 0.60349 -0.77649 4.06297
N: 0.03179 0.25353 3.54572
C: 0.31784 0.99198 2.54933
C: -0.66632 1.94010 2.01029
C: -0.27826 2.78523 0.98004
C: -1.22400 3.64584 0.44314
C: -2.50530 3.62063 0.95917
C: -2.79256 2.73485 1.99382
N: -1.90383 1.90910 2.52070
C: 1.43159 -3.00128 3.75741
C: 1.54741 -3.24485 5.13518
C: 2.01385 -4.45846 5.57152
C: 2.36846 -5.45884 4.65004
C: 2.27194 -5.24290 3.29935
C: 1.81244 -3.99790 2.85543
H: 1.91161 -4.41099 0.80134
H: 1.22990 -2.40270 0.03445
H: 1.31232 0.93941 2.09439
H: 0.73007 2.74836 0.59260
H: -0.96548 4.29544 -0.38162
H: -3.28563 4.25136 0.55288
H: -3.79455 2.68494 2.40689
H: 1.25544 -2.46455 5.82299
H: 2.10116 -4.65454 6.63200
H: 2.71792 -6.41759 5.01080
H: 2.52077 -6.00825 2.57649
O: 4.70121 0.16065 -0.34789
S: 3.49880 -0.56895 0.01924
O: 3.40497 -0.85314 1.46336
O: 2.19181 0.83392 -0.05977
C: 2.61369 1.93092 -0.71631
C: 3.28652 2.91427 0.02078
C: 3.69202 4.10157 -0.56015
C: 3.44852 4.32772 -1.90889
C: 2.81397 3.34887 -2.65717
C: 2.39493 2.15195 -2.08476
S: 1.56203 0.99673 -3.17921
O: 2.08284 1.32270 -4.49478
O: 0.13453 1.30920 -3.02935
O: 1.89459 -0.35019 -2.72218
H: 3.48408 2.70321 1.06508
H: 4.20858 4.84438 0.03749
H: 3.76387 5.25127 -2.37958
H: 2.64061 3.48289 -3.71643
O: -5.62520 -2.01167 -3.37898
C: -4.85465 -1.44303 -2.63216
N: -4.11203 -0.86861 -1.90430
F: -0.73770 -4.06565 -0.06426
As: -0.30289 -5.64251 -0.70466
F: -0.52273 -5.05047 -2.30578
F: 1.38354 -5.07591 -0.76083
F: 0.20779 -7.18351 -1.29148
F: 0.02726 -6.15831 0.93594
F: -1.93397 -6.16115 -0.58970
C: -5.06017 2.53018 -2.02932
As: -3.13141 2.27090 -2.28805
C: -3.22131 1.63256 -4.13079
C: -2.69235 4.15500 -2.71105
H: -5.50745 3.08559 -2.85668
H: -5.24915 3.06236 -1.09444
H: -5.49947 1.53472 -1.96236
H: -3.83314 2.29111 -4.75082
H: -3.65034 0.63167 -4.10402
H: -2.20618 1.57953 -4.52486
H: -3.27514 4.52263 -3.55856
H: -1.63040 4.21329 -2.95454
H: -2.89582 4.79218 -1.84719

Summary:
spin multiplicity: 2
charge: -2
electronic energy: -208757.597 eV
M: 969.36 g/mol
<S²>: 0.764
energy relative to the best compared isomer or geometry (same formula, charge and spin): 1.992 eV
E_LUMO (alpha / beta): 2.94 / 1.43 eV
HOMO (alpha / beta): -3.1 / -3.1 eV

=====

C16H16N2OS | ωB97M-V/def2-TZVPD

Atoms and positions in Å:
C: -0.03084 4.04727 1.17365
C: -1.18988 3.86056 0.57233
C: -1.39179 3.58169 -0.88044
S: 0.05078 2.86430 -1.73461
C: 0.57148 1.49645 -0.74415
C: -0.16407 0.74577 0.10234
C: -1.54171 0.88672 0.30064
N: -2.67371 0.93149 0.49725
C: 0.45377 -0.37217 0.92203
C: -0.15241 -1.71800 0.56051
C: -0.83954 -2.38775 1.56846
C: -1.42982 -3.61789 1.35420
C: -1.34093 -4.20322 0.10491
C: -0.66517 -3.54611 -0.90471
C: -0.06591 -2.30675 -0.70492
C: 0.63937 -1.66646 -1.86210
C: 1.99071 -0.35441 0.88929
C: 2.64173 0.25262 -0.32956
O: 3.76460 -0.00742 -0.69256
N: 1.90685 1.21867 -0.96395
H: 0.02815 4.26093 2.22610
H: 0.90724 3.99949 0.64420
H: -2.11539 3.90933 1.12997
H: -1.55935 4.51393 -1.42767
H: -2.24936 2.92947 -1.04069
H: 0.15588 -0.18481 1.96189
H: -0.91588 -1.93271 2.54620
H: -1.95547 -4.11204 2.15704
H: -1.79642 -5.16364 -0.08415
H: -0.59953 -4.00312 -1.88180
H: 1.68867 -1.48870 -1.63574
H: 0.17703 -0.71597 -2.12391
H: 0.59064 -2.31453 -2.73380
H: 2.38250 -1.36475 1.02069
H: 2.36143 0.24315 1.72870
H: 2.36638 1.71861 -1.71562

Summary:
electronic energy: -32714.141 eV
M: 284.38 g/mol
energy relative to the best compared isomer or geometry (same formula, charge and spin): 1.432 eV
E_LUMO: 0.31 eV
HOMO: -8.8 eV

=====

C5H14NO2 | ωB97M-V/def2-TZVPD

Atoms and positions in Å:
C: 1.66950 -1.07409 -1.72528
O: -1.12743 0.59348 -1.72937
C: 2.04537 -0.86796 -0.46286
C: 1.06579 -0.27346 0.56162
C: 1.21675 1.12976 0.67322
C: 0.95049 1.86540 -0.48114
N: -2.53854 -0.17669 2.77055
H: 2.41828 -1.21544 -2.49067
H: 0.65763 -0.75805 -1.96467
H: -1.79847 0.92205 -2.32983
H: 2.97388 -1.22150 -0.03953
H: -0.06008 -0.57413 0.27693
H: 1.29050 -0.74859 1.52039
H: 1.42210 1.59659 1.62619
H: 0.66631 1.37754 -1.40664
H: 0.77486 2.93538 -0.48507
H: -3.34337 0.09278 3.31046
H: -2.66515 -0.27184 1.78174
H: -1.86752 -0.73736 3.26995
H: -1.51052 0.01751 -0.94754
H: -1.73998 -1.78631 -0.12418
O: -1.42319 -0.90773 0.15135

Summary:
charge: +1
electronic energy: -10982.803 eV
M: 120.17 g/mol
energy relative to the best compared isomer or geometry (same formula, charge and spin): 9.001 eV
E_LUMO: -8.91 eV
HOMO: -12.6 eV

=====

C26H26IrN6O7P2SSe | ωB97M-V/def2-TZVPD

Atoms and positions in Å:
Ir: -1.74260 -0.99118 -0.71232
C: -6.50795 -1.01272 -0.30823
C: -5.46641 -0.06329 -0.89266
O: -6.07054 1.09992 -1.46771
P: -4.35726 0.59785 0.40262
O: -4.94638 1.99407 0.81921
O: -4.45034 -0.23942 1.72594
O: -2.94186 0.65113 -0.09183
P: -4.49306 -0.92905 -2.20090
O: -3.52900 0.19802 -2.83563
O: -5.42956 -1.49108 -3.18016
O: -3.52068 -1.83990 -1.42557
H: -7.13588 -0.48619 0.41282
H: -6.03535 -1.86754 0.17592
H: -7.13869 -1.38596 -1.11510
H: -6.59833 0.81395 -2.22657
H: -5.20656 2.55584 0.07324
H: -5.21568 -0.05002 2.28560
H: -3.81256 0.41695 -3.73301
N: -2.13543 -4.18844 -1.76876
C: -0.93851 -3.65239 -1.96566
N: -0.53599 -2.40986 -1.67117
C: 0.81676 -2.24024 -2.09816
C: 1.59222 -1.08392 -2.11216
C: 2.89970 -1.12811 -2.56737
C: 3.47023 -2.30519 -3.03525
C: 2.70824 -3.45650 -3.07403
C: 1.40228 -3.39789 -2.61557
S: 0.26429 -4.70058 -2.64412
H: -2.92812 -3.59036 -1.55919
H: -2.30907 -5.11720 -2.11180
H: 1.19857 -0.13676 -1.80628
H: 3.48281 -0.21660 -2.56099
H: 4.49133 -2.31732 -3.38947
H: 3.11235 -4.38153 -3.46307
Se: -2.10759 -2.60508 1.07075
C: -0.52031 -2.84804 2.10828
C: 0.51897 -3.64312 1.64184
C: 1.60689 -3.86851 2.47588
N: 1.70444 -3.37344 3.70612
C: 0.69835 -2.62306 4.14934
C: -0.42954 -2.32979 3.39569
H: 0.48736 -4.07217 0.64855
H: 2.43442 -4.48287 2.13907
H: 0.79742 -2.23521 5.15698
H: -1.21700 -1.70683 3.79843
N: 2.93685 4.29017 0.32992
C: 4.06875 4.85142 0.88297
C: 4.70515 6.07446 0.68312
C: 5.84314 6.29873 1.42699
C: 6.33605 5.34452 2.33791
C: 5.70262 4.13816 2.52868
C: 4.54655 3.89016 1.78337
N: 3.72667 2.77962 1.77141
C: 2.79088 3.05417 0.90567
C: 1.71475 2.12068 0.57804
C: 1.73372 0.84440 1.13353
C: 0.74764 -0.05759 0.80612
N: -0.25502 0.24107 -0.03300
C: -0.29801 1.48263 -0.54615
C: 0.65749 2.43501 -0.27346
H: 2.34635 4.71395 -0.36238
H: 4.33226 6.81117 -0.01574
H: 6.37473 7.23345 1.30927
H: 7.23397 5.57171 2.89621
H: 6.07508 3.40003 3.22555
H: 2.53257 0.56429 1.80538
H: 0.76614 -1.05891 1.19345
H: -1.13822 1.70680 -1.19105
H: 0.55354 3.40956 -0.72932

Summary:
charge: +1
electronic energy: -148257.831 eV
M: 899.72 g/mol
energy relative to the best compared isomer or geometry (same formula, charge and spin): 0.000 eV
E_LUMO: -3.72 eV
HOMO: -10.6 eV